Computed, not measured: a structure of composition C36H37NP2SW at a distorted geometry, with ωB97M-V/def2-TZVPD.

Summary:
HOMO-LUMO gap (spin up / spin down) ... 0.2226 / 0.2192 hartree
Expectation value of S² ... 2.0232
LUMO (spin up / spin down) ... -7.44 / -7.53 eV
Spin multiplicity ... 3
Highest occupied orbital energy (spin up / spin down) ... -13.49 / -13.49 eV
Total charge ... +2

Geometry (Å):
W (-0.123, 0.721, 2.460)
C (-1.791, 0.873, -3.662)
C (-1.785, -0.416, -3.318)
C (-1.048, -1.484, -4.084)
C (0.343, -1.103, -4.623)
C (1.154, -0.271, -3.673)
C (1.188, 1.063, -3.665)
C (0.340, 1.950, -4.531)
C (-1.072, 1.441, -4.855)
C (1.552, 0.377, 3.886)
H (-2.440, 1.606, -3.164)
H (-2.488, -0.797, -2.570)
H (-1.678, -1.788, -4.935)
H (-0.910, -2.381, -3.462)
H (0.898, -2.041, -4.764)
H (0.275, -0.643, -5.615)
H (1.837, -0.874, -3.061)
H (2.006, 1.597, -3.188)
H (0.886, 2.113, -5.473)
H (0.227, 2.940, -4.065)
H (-1.653, 2.313, -5.187)
H (-1.055, 0.746, -5.703)
H (1.204, 1.148, 4.600)
H (2.580, 0.614, 3.611)
H (1.504, -0.605, 4.368)
P (-1.445, -0.704, 1.269)
P (1.711, 0.139, 1.182)
C (-0.454, -0.863, -0.222)
C (0.890, -0.622, -0.226)
C (-2.430, -2.165, 1.587)
C (-2.800, -2.940, 0.474)
C (-3.602, -4.073, 0.641)
C (-3.996, -4.446, 1.939)
C (-3.607, -3.696, 3.062)
C (-2.824, -2.555, 2.885)
C (-2.674, 0.689, 0.956)
C (-2.156, 1.989, 1.016)
C (-3.028, 3.058, 0.743)
C (-4.387, 2.810, 0.487)
C (-4.911, 1.518, 0.523)
C (-4.050, 0.445, 0.790)
C (3.173, -0.922, 1.433)
C (2.976, -2.214, 1.960)
C (4.078, -3.042, 2.204)
C (5.373, -2.593, 1.916)
C (5.570, -1.309, 1.386)
C (4.472, -0.471, 1.150)
C (2.347, 1.807, 0.724)
C (2.585, 2.821, 1.655)
C (2.969, 4.098, 1.228)
C (3.143, 4.345, -0.143)
C (2.939, 3.331, -1.075)
C (2.549, 2.059, -0.650)
H (-1.040, -0.974, -1.139)
H (1.527, -0.874, -1.081)
H (-2.455, -2.632, -0.516)
H (-3.906, -4.657, -0.237)
H (-4.600, -5.336, 2.072)
H (-3.920, -4.012, 4.069)
H (-2.521, -1.947, 3.744)
H (-1.061, 2.170, 1.300)
H (-2.673, 4.086, 0.714)
H (-5.047, 3.644, 0.254)
H (-5.967, 1.326, 0.334)
H (-4.437, -0.568, 0.853)
H (1.970, -2.550, 2.213)
H (3.937, -4.034, 2.634)
H (6.229, -3.243, 2.103)
H (6.578, -0.950, 1.172)
H (4.628, 0.546, 0.787)
H (2.464, 2.631, 2.731)
H (3.146, 4.897, 1.954)
H (3.450, 5.343, -0.475)
H (3.090, 3.518, -2.148)
H (2.399, 1.254, -1.356)
S (-1.970, -0.937, 6.487)
C (-1.313, -0.350, 5.176)
N (-0.873, 0.057, 4.129)

***

Computed, not measured: a structure of composition C36H38BClN4PPtS2, with ωB97M-V/def2-TZVPD.

Summary:
HOMO-LUMO gap (spin up / spin down) ... 0.1797 / 0.1945 hartree
Expectation value of S² ... 2.0490
LUMO (spin up / spin down) ... 2.44 / 1.66 eV
Spin multiplicity ... 3
Highest occupied orbital energy (spin up / spin down) ... -2.46 / -3.63 eV
Total charge ... -1

Geometry (Å):
Pt (0.140, -0.099, 0.172)
C (1.918, 0.483, 3.558)
C (1.298, 1.813, 3.852)
C (1.863, 2.640, 4.819)
C (1.307, 3.867, 5.142)
C (0.151, 4.282, 4.500)
C (-0.426, 3.477, 3.532)
C (0.134, 2.247, 3.183)
P (-0.575, 1.150, 1.881)
C (-1.798, 2.270, 1.091)
C (-1.235, 3.425, 0.538)
C (-1.971, 4.313, -0.223)
C (-3.313, 4.052, -0.457)
C (-3.880, 2.907, 0.072)
C (-3.152, 2.000, 0.842)
C (-3.841, 0.746, 1.306)
C (-1.394, -0.065, 2.961)
C (-1.848, 0.229, 4.247)
C (-2.410, -0.762, 5.031)
C (-2.504, -2.056, 4.532)
C (-2.043, -2.347, 3.259)
C (-1.485, -1.358, 2.442)
C (-1.028, -1.648, 1.049)
H (2.831, 0.342, 4.137)
H (2.156, 0.367, 2.499)
H (1.231, -0.332, 3.799)
H (2.760, 2.306, 5.327)
H (1.771, 4.492, 5.895)
H (-0.306, 5.232, 4.751)
H (-1.330, 3.811, 3.044)
H (-0.184, 3.627, 0.702)
H (-1.495, 5.191, -0.641)
H (-3.910, 4.729, -1.057)
H (-4.926, 2.692, -0.122)
H (-4.898, 0.779, 1.041)
H (-3.759, 0.601, 2.382)
H (-3.391, -0.127, 0.826)
H (-1.757, 1.237, 4.635)
H (-2.763, -0.532, 6.030)
H (-2.934, -2.841, 5.143)
H (-2.110, -3.360, 2.877)
H (-1.921, -1.853, 0.444)
H (-0.425, -2.564, 1.043)
C (4.371, 0.764, -0.196)
N (3.950, -0.299, -1.070)
C (4.196, -0.397, -2.428)
C (3.663, -1.572, -2.828)
N (3.102, -2.197, -1.737)
B (2.496, -3.608, -1.746)
N (0.937, -3.617, -1.500)
C (0.314, -4.790, -1.143)
C (-1.024, -4.615, -1.214)
N (-1.223, -3.312, -1.613)
C (-2.487, -2.676, -1.889)
C (-0.012, -2.710, -1.762)
S (0.122, -1.063, -2.180)
C (3.272, -1.407, -0.659)
S (2.709, -1.655, 0.908)
H (4.596, 1.647, -0.790)
H (5.252, 0.465, 0.377)
H (3.570, 0.987, 0.508)
H (4.702, 0.380, -2.972)
H (3.617, -2.020, -3.805)
H (2.691, -4.071, -2.848)
H (2.974, -4.288, -0.876)
H (0.890, -5.655, -0.866)
H (-1.844, -5.280, -1.012)
H (-3.287, -3.321, -1.529)
H (-2.602, -2.507, -2.960)
H (-2.529, -1.709, -1.387)
Cl (4.269, 7.506, -0.962)
C (3.480, 5.957, -1.082)
C (3.124, 5.279, 0.080)
C (2.501, 4.057, -0.015)
C (2.206, 3.467, -1.277)
C (1.574, 2.229, -1.350)
C (2.593, 4.197, -2.436)
C (3.219, 5.418, -2.339)
H (3.342, 5.717, 1.045)
H (2.232, 3.519, 0.888)
H (1.323, 1.724, -0.400)
H (1.354, 1.750, -2.295)
H (2.386, 3.773, -3.411)
H (3.509, 5.965, -3.226)

***

Computed, not measured: a structure of composition C36H38BF9N6P3Rb, with ωB97M-V/def2-TZVPD.

Summary:
HOMO-LUMO gap ... 0.3160 hartree
LUMO ... -0.01 eV
Spin multiplicity ... 1
Highest occupied orbital energy ... -8.61 eV
Total charge ... 0

Geometry (Å):
Rb (0.251, 0.008, 0.415)
C (-1.996, 3.886, 3.160)
C (-2.029, 2.500, 2.932)
N (-1.264, 2.145, 1.898)
N (-0.735, 3.312, 1.440)
C (-1.150, 4.358, 2.181)
B (0.172, 3.404, 0.197)
N (1.428, 2.497, 0.439)
C (2.117, 2.344, 1.592)
C (3.291, 1.677, 1.305)
C (3.230, 1.472, -0.089)
N (2.107, 1.955, -0.604)
N (-0.554, 2.985, -1.099)
C (-0.683, 3.756, -2.197)
C (-1.398, 3.051, -3.141)
C (-1.665, 1.824, -2.510)
N (-1.154, 1.779, -1.284)
H (-2.511, 4.452, 3.919)
H (-2.597, 1.755, 3.469)
H (-0.822, 5.358, 1.944)
H (0.510, 4.561, 0.076)
H (1.745, 2.739, 2.524)
H (4.083, 1.417, 1.988)
H (3.960, 1.016, -0.741)
H (-0.255, 4.746, -2.224)
H (-1.685, 3.373, -4.129)
H (-2.208, 0.972, -2.892)
C (0.812, -4.759, 1.963)
P (0.928, -2.956, 2.308)
C (0.486, -2.984, 4.092)
C (2.756, -2.793, 2.488)
C (3.519, -2.980, 1.167)
P (2.860, -1.940, -0.230)
C (2.040, -3.215, -1.285)
C (4.413, -1.744, -1.195)
H (1.443, -5.327, 2.651)
H (1.112, -4.987, 0.939)
H (-0.223, -5.083, 2.079)
H (1.049, -3.762, 4.615)
H (-0.581, -3.168, 4.224)
H (0.714, -2.020, 4.552)
H (3.098, -3.511, 3.238)
H (2.946, -1.792, 2.886)
H (3.521, -4.031, 0.868)
H (4.563, -2.696, 1.306)
H (2.650, -4.115, -1.393)
H (1.866, -2.792, -2.277)
H (1.068, -3.494, -0.874)
H (4.893, -2.708, -1.378)
H (5.108, -1.104, -0.650)
H (4.198, -1.270, -2.154)
F (-3.719, -2.381, 8.069)
C (-3.569, -1.131, 7.598)
F (-4.672, -0.450, 7.947)
F (-2.533, -0.581, 8.246)
C (-3.372, -1.133, 6.107)
C (-2.212, -0.644, 5.541)
C (-2.062, -0.680, 4.158)
C (-3.055, -1.199, 3.340)
C (-4.230, -1.675, 3.931)
C (-4.388, -1.647, 5.303)
P (-2.734, -1.180, 1.532)
C (-2.966, -2.945, 1.061)
C (-2.945, -4.011, 1.958)
C (-3.008, -5.323, 1.504)
C (-3.080, -5.584, 0.145)
C (-3.103, -4.536, -0.763)
C (-3.045, -3.228, -0.304)
C (-3.144, -7.014, -0.317)
F (-2.161, -7.750, 0.230)
F (-4.302, -7.598, 0.034)
F (-3.031, -7.119, -1.648)
C (-4.257, -0.419, 0.845)
C (-4.132, 0.896, 0.391)
C (-5.231, 1.566, -0.129)
C (-6.453, 0.918, -0.210)
C (-6.586, -0.397, 0.213)
C (-5.488, -1.061, 0.740)
C (-7.621, 1.672, -0.784)
F (-8.740, 0.934, -0.823)
F (-7.894, 2.774, -0.066)
F (-7.368, 2.081, -2.039)
H (-1.431, -0.235, 6.167)
H (-1.158, -0.284, 3.708)
H (-5.029, -2.072, 3.315)
H (-5.299, -2.021, 5.756)
H (-2.882, -3.825, 3.025)
H (-2.994, -6.145, 2.212)
H (-3.161, -4.739, -1.824)
H (-3.063, -2.415, -1.022)
H (-3.167, 1.389, 0.427)
H (-5.128, 2.586, -0.482)
H (-7.540, -0.900, 0.128)
H (-5.595, -2.097, 1.044)

***

Q: Which relative energy (zero: lowest compared OMol25 entry of this formula, charge and spin) values were calculated for the entries above? A: 0.00 29.07 0.00, in kJ/mol.